Molecular formula: C14H27N2O6PS2
Method: DFT, wB97M-V/def2-TZVPD

Geometry as XYZ:
```
52
C14H27N2O6PS2 wB97M-V/def2-TZVPD
C 4.098 1.990 2.608
C 5.108 0.780 2.329
C 4.571 -0.336 1.318
O 3.266 -0.874 1.633
C 2.204 -0.182 0.960
C 1.725 -0.844 -0.430
S 2.680 -2.469 -0.618
C 0.211 -1.361 -0.605
C -1.003 -0.588 0.099
C -2.236 -1.615 0.408
C -3.504 -1.279 -0.524
C -4.870 -1.049 0.330
N -5.593 0.192 -0.093
C -6.591 0.623 0.876
C -7.773 1.598 0.344
O -6.605 0.344 2.098
N -0.073 -1.331 -2.097
C 1.181 -0.920 -2.799
O 1.607 -1.313 -3.893
C 1.807 0.102 -1.725
O 0.856 1.213 -1.700
P 3.422 0.990 -2.165
O 3.923 2.133 -0.964
O 4.703 -0.087 -2.551
S 3.116 2.072 -3.782
H 3.013 1.670 2.791
H 4.440 2.547 3.543
H 4.056 2.768 1.760
H 5.447 0.358 3.330
H 6.040 1.244 1.829
H 5.308 -1.222 1.394
H 4.629 -0.011 0.211
H 2.409 0.925 0.757
H 1.304 -0.200 1.684
H 1.960 -3.440 0.094
H 0.091 -2.489 -0.405
H -0.751 -0.114 1.107
H -1.385 0.278 -0.562
H -1.906 -2.713 0.337
H -2.541 -1.468 1.512
H -3.657 -2.188 -1.220
H -3.312 -0.394 -1.230
H -5.549 -1.939 0.070
H -4.655 -1.114 1.445
H -6.032 -0.054 -1.000
H -7.369 2.656 0.189
H -8.160 1.148 -0.635
H -8.593 1.575 1.146
H -0.813 -0.683 -2.398
H 1.170 1.754 -0.932
H 3.243 2.838 -0.875
H 5.384 0.479 -2.999
```

Results
**SMILES string**: CCCOC[C@@]1(S)[C@@H](CCCCNC(C)=O)NC(=O)[C@]1(O)P(O)(O)=S
**Energy above the lowest of the compared OMol25 structures with the same formula, charge and spin**: 105.7 kcal per mole
**Gap between HOMO and LUMO**: 8.674 eV



Molecular formula: C14H27N3O8P2S
Method: DFT, wB97M-V/def2-TZVPD

Geometry as XYZ:
```
55
C14H27N3O8P2S wB97M-V/def2-TZVPD
C -0.239 -1.033 -3.917
N 1.156 -1.486 -3.535
C 1.348 -0.986 -2.145
C 2.752 -1.359 -1.479
C 3.475 -2.751 -1.538
C 4.838 -2.989 -0.791
C 5.507 -1.841 0.044
N 6.726 -1.820 0.832
S 6.860 -0.206 1.440
N 5.470 0.645 0.850
C 4.813 -0.407 0.100
C 3.454 -0.223 -0.653
H -0.977 -1.104 -3.022
H -0.219 0.094 -4.194
H -0.687 -1.646 -4.774
H 1.212 -2.513 -3.602
H 0.493 -1.317 -1.434
H 1.321 0.173 -2.213
H 3.013 -3.617 -2.131
H 5.344 -4.027 -0.836
H 2.938 0.810 -0.593
C -5.966 0.468 -4.235
O -4.831 -0.247 -3.773
P -4.926 -1.112 -2.431
O -3.792 -2.037 -2.213
O -6.364 -1.821 -2.514
C -6.520 -2.884 -3.446
O -5.134 -0.023 -1.275
C -5.189 -0.530 0.053
H -6.429 -0.095 -5.049
H -6.701 0.631 -3.443
H -5.642 1.435 -4.621
H -5.560 -3.221 -3.844
H -7.152 -2.543 -4.268
H -7.010 -3.718 -2.943
H -4.329 -1.169 0.258
H -6.112 -1.096 0.198
H -5.174 0.309 0.750
C 3.412 2.158 2.573
O 2.021 2.206 2.853
P 1.517 2.435 4.353
O 0.080 2.761 4.477
O 2.510 3.550 4.943
C 2.352 4.884 4.477
O 1.976 1.109 5.127
C 1.591 1.024 6.493
H 3.719 3.120 2.154
H 4.006 1.944 3.464
H 3.597 1.382 1.832
H 1.421 5.014 3.921
H 3.195 5.135 3.830
H 2.351 5.555 5.337
H 0.520 1.201 6.605
H 2.149 1.755 7.083
H 1.819 0.023 6.860
```

Results
**SMILES string**: CNCc1ccc2nsnc2c1.COP(=O)(OC)OC.COP(=O)(OC)OC
**Gap between HOMO and LUMO**: 7.185 eV



Molecular formula: C14H27O13Zr
Method: DFT, wB97M-V/def2-TZVPD

Geometry as XYZ:
```
55
C14H27O13Zr wB97M-V/def2-TZVPD
Zr -1.658 -2.140 0.104
C 0.440 0.535 0.470
O -0.237 -0.688 0.383
H 1.419 0.522 -0.024
H -0.143 1.373 0.092
H 0.734 0.656 1.523
C -1.395 4.788 2.049
C -1.931 5.334 0.727
C -1.622 4.432 -0.490
O -2.908 4.042 -0.977
C -3.858 4.639 -0.212
O -5.009 4.535 -0.469
O -3.356 5.268 0.853
H -1.689 5.368 2.922
H -0.299 4.823 2.061
H -1.671 3.740 2.229
H -1.529 6.331 0.553
H -1.047 3.548 -0.197
H -1.022 5.019 -1.184
C -5.221 0.827 0.275
O -4.291 1.242 1.286
C -3.236 0.610 1.605
O -2.741 -0.420 1.015
O -2.616 1.258 2.528
C -1.717 0.647 3.473
H -4.784 0.349 -0.602
H -5.811 1.712 0.052
H -5.983 0.106 0.589
H -1.028 1.387 3.869
H -1.085 -0.152 3.074
H -2.347 0.253 4.270
C 1.123 -5.219 -1.424
O 1.867 -4.605 -0.331
C 1.297 -3.851 0.525
O 0.077 -3.479 0.485
O 2.141 -3.497 1.418
C 1.753 -2.690 2.547
H 0.386 -5.898 -1.000
H 1.854 -5.744 -2.027
H 0.651 -4.465 -2.057
H 0.712 -2.355 2.516
H 2.348 -1.781 2.544
H 1.872 -3.293 3.441
C 3.838 -2.851 -4.986
O 5.068 -2.847 -4.298
C 5.269 -2.093 -3.232
O 6.318 -1.979 -2.686
O 4.120 -1.512 -2.797
C 4.139 -0.933 -1.518
H 3.085 -3.489 -4.511
H 3.923 -3.170 -6.019
H 3.422 -1.842 -5.012
H 3.878 -1.661 -0.736
H 3.381 -0.155 -1.419
H 5.121 -0.534 -1.271
```

Results
**Energy above the lowest of the compared OMol25 structures with the same formula, charge and spin**: 0.0 kcal per mole
**Gap between HOMO and LUMO**: 1.730 eV
**Total charge**: +3



Molecular formula: C14H28BClNO8
Method: DFT, wB97M-V/def2-TZVPD

Geometry as XYZ:
```
53
C14H28BClNO8 wB97M-V/def2-TZVPD
C 0.066 1.427 3.182
C 0.203 1.575 1.691
N -0.113 0.569 0.975
C 0.797 2.832 1.093
C 0.254 4.247 1.372
C 0.115 4.697 2.855
O -1.237 4.986 3.063
B -1.964 4.278 1.972
C -3.390 4.961 1.630
C -4.235 4.055 0.766
C -4.919 2.940 1.531
Cl -5.546 4.993 -0.141
O -1.014 4.416 0.814
H 1.057 1.396 3.646
H -0.489 2.258 3.612
H -0.450 0.493 3.390
H 0.047 0.808 -0.007
H 0.711 2.721 0.008
H 1.871 2.824 1.330
H 0.969 4.917 0.872
H 0.474 3.921 3.549
H 0.721 5.594 3.036
H -2.081 3.055 2.247
H -3.928 5.184 2.560
H -3.222 5.909 1.113
H -3.626 3.641 -0.037
H -5.434 3.343 2.406
H -5.643 2.415 0.908
H -4.161 2.236 1.874
C -0.356 -5.079 -2.923
O -1.301 -4.451 -2.056
C -1.227 -3.111 -2.059
O -0.449 -2.468 -2.720
O -2.141 -2.636 -1.230
C -2.153 -1.200 -1.108
H -0.509 -6.147 -2.801
H -0.524 -4.783 -3.957
H 0.660 -4.808 -2.640
H -2.374 -0.748 -2.073
H -1.202 -0.840 -0.730
H -2.938 -0.977 -0.393
C 5.704 -7.067 -1.701
O 5.635 -5.677 -1.371
C 4.916 -4.946 -2.227
O 4.358 -5.369 -3.208
O 4.922 -3.684 -1.812
C 4.131 -2.788 -2.609
H 6.313 -7.517 -0.923
H 4.708 -7.506 -1.711
H 6.164 -7.206 -2.678
H 3.087 -3.093 -2.604
H 4.497 -2.770 -3.634
H 4.244 -1.816 -2.141
```

Results
**Gap between HOMO and LUMO**: 6.694 eV
**Total charge**: -1



Molecular formula: C14H28Br12O2Sr2
Method: DFT, wB97M-V/def2-TZVPD

Geometry as XYZ:
```
58
C14H28Br12O2Sr2 wB97M-V/def2-TZVPD
Sr -4.762 -2.595 1.003
Sr -0.661 -3.102 1.694
O -2.655 -1.256 1.304
C -1.897 -0.094 0.950
C -0.573 -0.242 0.096
O 0.365 -1.256 0.360
H -1.595 0.393 1.889
H -2.502 0.716 0.527
H -0.133 0.768 0.129
H -0.814 -0.224 -0.980
Br 2.978 -3.939 1.528
C 3.903 -2.316 2.108
C 4.098 -1.445 0.885
Br 5.019 0.206 1.377
H 4.804 -2.665 2.600
H 3.290 -1.759 2.814
H 3.188 -1.226 0.327
H 4.675 -1.929 0.095
Br 4.204 -1.853 -3.684
C 2.382 -1.777 -2.889
C 1.299 -1.569 -3.930
Br 1.579 0.149 -4.853
H 2.352 -1.110 -2.033
H 2.222 -2.790 -2.518
H 0.311 -1.644 -3.471
H 1.260 -2.374 -4.663
Br -1.962 -0.484 -4.149
C -3.774 0.383 -4.133
C -4.113 0.600 -2.662
Br -4.676 -1.163 -1.931
H -4.395 -0.344 -4.646
H -3.815 1.304 -4.711
H -4.972 1.256 -2.526
H -3.310 0.926 -2.007
Br 2.354 0.969 1.209
C 1.928 -0.747 2.020
C 2.752 -0.817 3.292
Br 2.902 -2.667 3.955
H 2.133 -1.492 1.253
H 0.845 -0.653 2.078
H 2.237 -0.290 4.091
H 3.749 -0.407 3.181
Br 2.441 3.139 -1.969
C 0.499 3.168 -2.149
C -0.141 2.785 -0.838
Br -2.110 3.023 -0.823
H 0.230 2.534 -2.990
H 0.258 4.188 -2.441
H 0.186 3.419 -0.018
H 0.213 1.790 -0.567
Br -0.480 2.202 2.932
C -2.173 1.906 3.864
C -3.255 1.652 2.803
Br -4.958 1.313 3.793
H -2.421 2.859 4.326
H -2.135 1.152 4.643
H -2.996 0.822 2.155
H -3.372 2.608 2.303
```

Results
**Energy above the lowest of the compared OMol25 structures with the same formula, charge and spin**: 351.1 kcal per mole
**Gap between HOMO and LUMO**: 3.490 eV
**Total charge**: +2



Molecular formula: C14H28Br2N2O5
Method: DFT, wB97M-V/def2-TZVPD

Geometry as XYZ:
```
51
C14H28Br2N2O5 wB97M-V/def2-TZVPD
N -1.021 0.945 0.588
H -1.609 0.326 -0.008
H -1.358 1.911 0.322
H -0.023 0.867 0.466
H -1.336 0.645 1.543
C -1.452 5.240 1.667
C -0.920 4.577 0.391
O -1.746 3.629 -0.115
H -0.679 5.905 2.100
H -1.810 4.552 2.435
H -2.275 5.938 1.473
H 0.130 4.219 0.578
H -0.861 5.408 -0.360
C -0.078 -0.479 3.748
C -1.141 -1.425 3.184
O -2.153 -0.859 2.512
H 0.634 -0.972 4.433
H -0.465 0.311 4.413
H 0.469 0.096 2.992
H -1.414 -2.144 4.011
H -0.578 -2.162 2.522
C -3.962 -1.423 -2.569
C -3.005 -0.870 -1.518
O -3.592 -0.130 -0.546
H -3.405 -2.170 -3.158
H -4.309 -0.600 -3.198
H -4.854 -1.866 -2.120
H -2.269 -0.168 -2.020
H -2.283 -1.638 -1.106
Br 4.897 4.832 -0.291
C 3.263 3.752 -0.179
C 3.295 2.816 -1.351
Br 1.620 1.787 -1.366
H 2.405 4.411 -0.098
H 3.327 3.159 0.730
H 4.111 2.102 -1.310
H 3.295 3.277 -2.333
C 1.458 -5.361 -2.340
C 2.593 -5.104 -1.581
C 2.659 -3.947 -0.820
C 1.541 -3.160 -0.655
C 0.325 -3.488 -1.239
C 0.363 -4.514 -2.159
N 1.620 -1.937 0.140
O 0.622 -1.254 0.135
O 2.599 -1.737 0.833
H 1.421 -6.184 -3.039
H 3.509 -5.672 -1.700
H 3.581 -3.612 -0.364
H -0.606 -2.995 -0.985
H -0.532 -4.837 -2.683
```

Results
**Energy above the lowest of the compared OMol25 structures with the same formula, charge and spin**: 3.2 kcal per mole
**Gap between HOMO and LUMO**: 3.673 eV
**Total charge**: -2



Molecular formula: C14H28ClO20
Method: DFT, wB97M-V/def2-TZVPD

Geometry as XYZ:
```
63
C14H28ClO20 wB97M-V/def2-TZVPD
Cl 30.104 -16.483 3.640
O 31.178 -15.770 2.943
O 30.681 -17.093 4.805
O 29.213 -15.420 4.056
O 29.382 -17.384 2.810
C 28.820 -15.719 0.780
C 30.290 -15.586 0.690
O 30.624 -16.889 0.368
C 29.598 -17.446 -0.302
O 29.735 -18.485 -0.969
O 28.478 -16.755 -0.020
H 28.220 -14.854 0.497
H 28.606 -15.893 1.834
H 30.741 -15.232 1.617
H 30.698 -15.090 -0.191
C 30.369 -12.362 3.514
C 30.122 -13.678 2.658
O 31.110 -13.515 1.636
C 31.797 -12.423 1.742
O 32.567 -11.994 0.874
O 31.407 -11.801 2.819
H 30.807 -12.623 4.478
H 29.443 -11.796 3.611
H 29.197 -13.451 2.128
H 30.325 -14.586 3.225
C 33.243 -14.148 0.820
C 32.599 -15.351 1.436
O 33.211 -15.503 2.682
C 33.947 -14.502 2.945
O 34.712 -14.380 3.877
O 33.707 -13.523 2.022
H 32.570 -13.573 0.183
H 34.174 -14.317 0.278
H 32.769 -16.240 0.828
H 31.571 -15.007 1.540
C 32.299 -18.802 2.192
C 32.271 -17.399 1.554
O 31.844 -17.794 0.253
C 32.350 -19.071 0.000
O 32.488 -19.673 -1.078
O 32.762 -19.596 1.137
H 31.364 -19.249 2.530
H 32.990 -18.903 3.028
H 33.248 -16.925 1.651
H 31.417 -16.928 2.041
O 27.533 -18.492 2.020
H 28.138 -18.116 2.659
H 27.260 -17.749 1.481
O 30.729 -15.195 6.176
H 29.790 -15.216 5.989
H 31.128 -15.683 5.456
O 32.867 -16.754 4.648
H 32.567 -16.091 4.026
H 32.097 -17.298 4.810
C 27.451 -17.922 6.248
C 28.343 -17.751 5.118
O 27.766 -17.515 3.846
H 26.884 -16.992 6.233
H 28.093 -17.889 7.129
H 26.791 -18.787 6.321
H 29.124 -18.505 5.218
H 28.818 -16.811 5.398
H 28.518 -17.061 3.458
```

Results
**Gap between HOMO and LUMO**: 8.077 eV
**Total charge**: -1



Molecular formula: C14H28N2O10P2
Method: DFT, wB97M-V/def2-TZVPD

Geometry as XYZ:
```
56
C14H28N2O10P2 wB97M-V/def2-TZVPD
C -2.337 -1.288 8.697
C -1.150 -0.260 8.293
O -1.247 0.960 8.665
O 0.042 -0.626 7.584
C -0.105 -0.499 6.146
C -1.325 -1.381 5.531
C -1.176 -1.688 3.962
C -2.584 -2.297 3.445
N -3.610 -2.912 3.219
C 0.023 -2.723 3.602
C -0.287 -3.592 2.282
N -0.780 -4.055 1.270
H -3.125 -1.199 7.846
H -1.903 -2.351 8.602
H -2.798 -1.067 9.721
H 0.862 -0.953 5.685
H -0.139 0.601 5.805
H -1.377 -2.335 6.193
H -2.299 -0.802 5.761
H -0.996 -0.720 3.374
H 0.266 -3.421 4.491
H 0.970 -2.072 3.449
C 2.552 -0.691 -4.705
O 2.202 -2.074 -4.737
P 1.575 -2.737 -3.276
O 1.297 -4.066 -3.971
O 0.276 -1.728 -3.370
C -0.661 -1.889 -4.421
O 1.024 -3.322 -1.757
C -0.295 -3.828 -1.646
H 3.565 -0.573 -5.100
H 1.858 -0.136 -5.343
H 2.514 -0.284 -3.693
H -0.330 -2.598 -5.180
H -0.818 -0.917 -4.896
H -1.611 -2.226 -4.000
H -0.549 -4.499 -2.468
H -1.011 -3.004 -1.598
H -0.363 -4.389 -0.712
C 2.735 5.936 -4.755
O 2.378 4.557 -4.813
P 1.725 3.875 -3.372
O 1.451 2.558 -4.092
O 0.435 4.894 -3.475
C -0.483 4.755 -4.547
O 1.133 3.272 -1.876
C -0.190 2.776 -1.804
H 3.754 6.054 -5.132
H 2.054 6.504 -5.396
H 2.684 6.329 -3.738
H -0.143 4.055 -5.311
H -0.625 5.734 -5.010
H -1.444 4.418 -4.150
H -0.429 2.119 -2.642
H -0.902 3.604 -1.760
H -0.283 2.201 -0.880
```

Results
**SMILES string**: CC(=O)OCC[C@H](C#N)CC#N.COP(=O)(OC)OC.COP(=O)(OC)OC
**Energy above the lowest of the compared OMol25 structures with the same formula, charge and spin**: 0.0 kcal per mole
**Gap between HOMO and LUMO**: 6.160 eV



Molecular formula: C14H28N3S5SbSiTc
Method: DFT, wB97M-V/def2-TZVPD

Geometry as XYZ:
```
53
C14H28N3S5SbSiTc wB97M-V/def2-TZVPD
Tc -1.805 -0.563 -1.337
S -4.707 -0.242 1.450
Sb -5.552 -1.235 -0.392
S -3.327 1.001 -2.053
S -3.393 -2.147 -1.368
S -5.251 0.452 -2.297
C 1.113 4.245 0.357
Si 0.625 3.357 1.924
C -0.637 4.384 2.848
C 2.165 3.111 2.963
C -0.189 1.652 1.733
C -0.381 0.902 2.886
C -1.099 -0.297 2.889
C -1.605 -0.757 1.704
N -1.384 -0.081 0.563
C -0.730 1.111 0.550
S -0.700 1.752 -1.051
H 1.581 5.197 0.631
H 0.244 4.459 -0.269
H 1.828 3.673 -0.241
H -0.262 5.395 3.040
H -0.899 3.931 3.809
H -1.554 4.469 2.258
H 2.640 4.080 3.150
H 2.893 2.474 2.452
H 1.944 2.659 3.936
H 0.022 1.265 3.828
H -1.283 -0.847 3.802
H -2.222 -1.642 1.634
C 1.516 -0.364 -3.008
N 1.519 -0.683 -1.583
C 2.448 0.197 -0.874
C 1.940 -2.053 -1.348
C 1.062 -3.092 -1.997
N -0.344 -3.097 -1.568
C -1.021 -4.082 -2.426
C -0.419 -3.551 -0.172
H 2.482 -0.595 -3.486
H 1.315 0.699 -3.132
H 0.731 -0.918 -3.528
H 3.489 -0.010 -1.163
H 2.350 0.045 0.204
H 2.223 1.237 -1.094
H 1.975 -2.213 -0.268
H 2.963 -2.208 -1.726
H 1.505 -4.070 -1.767
H 1.092 -2.986 -3.082
H -0.472 -5.035 -2.416
H -1.072 -3.713 -3.450
H -2.030 -4.261 -2.075
H 0.090 -4.518 -0.045
H -1.464 -3.663 0.113
H 0.047 -2.823 0.494
```

Results
**Energy above the lowest of the compared OMol25 structures with the same formula, charge and spin**: 35.1 kcal per mole
**Gap between HOMO and LUMO (alpha / beta)**: 6.373 / 6.010 eV
**Spin multiplicity**: 4